# C49H60F36N12O25S12

A molecular structure, C49H60F36N12O25S12 in a non-equilibrium geometry (ωB97M-V/def2-TZVPD, the Open Molecules 2025 dataset).

The geometry in XYZ format:
```
194
Properties=species:S:1:pos:R:3:mulliken_charge:R:1
C -1.39 1.78 3.62 -1.399
C -0.12 1.55 2.79 0.383
C 0.74 0.35 3.24 -0.849
O -0.03 -0.90 3.02 -0.281
C 0.47 -1.98 3.66 -0.791
N -0.40 1.41 1.27 -0.294
H -1.09 0.69 1.10 0.386
H -0.80 2.20 0.79 0.384
H 0.32 1.05 0.66 0.257
H -2.11 0.97 3.64 0.350
H -1.99 2.59 3.19 0.414
H -1.24 2.11 4.65 0.404
H 0.52 2.42 2.89 0.237
H 1.08 0.54 4.26 0.456
H 1.60 0.20 2.59 0.459
H 0.88 -1.85 4.66 0.324
H 1.26 -2.24 2.96 0.309
H -0.25 -2.80 3.56 0.247
C 9.07 -1.18 3.89 -1.479
C 9.26 -2.42 3.01 -0.007
C 9.00 -3.77 3.68 -0.670
N 8.99 -5.01 2.69 0.127
C 8.52 -6.28 3.46 -0.713
C 8.58 -7.63 2.66 -0.694
C 10.00 -7.73 2.00 -0.571
C 10.56 -6.55 1.24 -0.767
C 10.39 -5.15 2.00 -0.699
C 7.97 -4.74 1.65 -1.056
H 9.41 -1.38 4.91 0.370
H 8.03 -0.92 4.06 0.368
H 9.59 -0.29 3.52 0.369
H 10.29 -2.38 2.67 0.273
H 8.57 -2.25 2.18 0.238
H 8.09 -3.79 4.28 0.395
H 9.79 -3.94 4.40 0.403
H 9.19 -6.39 4.32 0.422
H 7.49 -6.06 3.77 0.493
H 8.48 -8.42 3.41 0.366
H 7.70 -7.72 2.03 0.399
H 10.78 -7.93 2.73 0.291
H 9.94 -8.54 1.28 0.346
H 11.59 -6.70 0.92 0.417
H 10.02 -6.54 0.30 0.357
H 11.04 -5.09 2.87 0.394
H 10.57 -4.25 1.41 0.459
H 7.04 -4.47 2.15 0.391
H 7.61 -5.60 1.09 0.370
H 8.32 -3.97 0.96 0.408
C 0.77 5.14 -7.79 -0.933
N 0.99 6.08 -8.88 -0.004
C 0.13 7.11 -9.09 -0.346
C 0.44 8.05 -10.10 -0.612
C 1.62 7.95 -10.91 0.637
C 2.52 6.91 -10.54 -0.695
C 2.16 5.99 -9.50 -0.087
C 1.89 8.76 -12.17 0.699
C 2.21 8.26 -13.43 -0.550
C 2.17 9.06 -14.55 -0.330
N 1.74 10.42 -14.39 0.053
C 1.49 10.96 -13.18 -0.200
C 1.56 10.12 -12.08 -0.685
C 1.71 11.23 -15.63 -0.951
H 1.24 5.45 -6.86 0.365
H 1.32 4.28 -8.20 0.360
H -0.28 4.94 -7.62 0.384
H -0.73 7.20 -8.44 0.488
H -0.25 8.85 -10.34 0.489
H 3.49 6.85 -11.01 0.477
H 2.88 5.27 -9.16 0.456
H 2.49 7.22 -13.55 0.477
H 2.54 8.73 -15.50 0.433
H 1.16 11.99 -13.19 0.429
H 1.33 10.44 -11.07 0.565
H 0.74 10.97 -16.05 0.377
H 2.61 11.08 -16.23 0.369
H 1.65 12.29 -15.39 0.334
C -6.88 -3.53 0.71 -0.942
N -7.42 -3.18 -0.62 0.058
C -6.65 -3.23 -1.79 -0.162
C -7.21 -2.93 -3.04 -0.707
C -8.44 -2.29 -3.15 0.681
C -9.15 -2.12 -1.90 -0.712
C -8.66 -2.64 -0.68 -0.263
C -8.93 -1.71 -4.49 0.704
C -8.03 -1.03 -5.39 -0.625
C -8.52 -0.56 -6.64 -0.293
N -9.81 -0.81 -7.04 0.052
C -10.65 -1.47 -6.23 -0.230
C -10.24 -1.84 -4.91 -0.593
C -10.17 -0.37 -8.35 -0.933
H -5.79 -3.55 0.71 0.344
H -7.22 -4.54 0.89 0.351
H -7.14 -2.80 1.47 0.426
H -5.67 -3.65 -1.59 0.460
H -6.57 -3.02 -3.91 0.513
H -10.03 -1.49 -1.90 0.481
H -9.17 -2.56 0.27 0.519
H -7.00 -0.92 -5.08 0.510
H -7.85 -0.20 -7.41 0.436
H -11.68 -1.60 -6.55 0.394
H -10.96 -2.38 -4.33 0.450
H -10.06 -1.22 -9.03 0.339
H -9.59 0.53 -8.60 0.427
H -11.23 -0.20 -8.21 0.316
C 1.64 8.49 7.62 0.591
F 1.70 7.18 7.38 -0.196
F 1.39 8.68 8.92 -0.210
F 2.85 9.07 7.39 -0.227
S 0.32 9.34 6.43 1.022
O 0.60 8.76 5.10 -0.613
O -1.05 9.09 6.93 -0.590
N 0.73 11.01 6.40 -0.382
S -0.58 11.68 5.99 0.980
O -1.28 11.08 4.85 -0.607
O -1.46 12.07 7.10 -0.629
C 0.09 13.42 5.22 0.598
F 1.05 13.95 5.90 -0.240
F 0.41 13.30 3.90 -0.248
F -0.82 14.42 5.22 -0.250
C -1.56 7.39 -1.80 0.583
F -1.31 7.35 -3.14 -0.236
F -0.74 6.53 -1.16 -0.209
F -1.33 8.58 -1.32 -0.167
S -3.40 6.85 -1.53 1.041
O -3.65 6.92 -0.07 -0.581
O -4.21 7.92 -2.23 -0.617
N -3.43 5.23 -2.24 -0.467
S -4.88 4.72 -2.11 0.984
O -4.96 3.26 -1.97 -0.688
O -5.65 5.38 -1.13 -0.560
C -5.56 5.23 -3.86 0.644
F -6.67 4.59 -4.14 -0.234
F -5.78 6.51 -4.01 -0.204
F -4.70 4.92 -4.89 -0.287
C 0.58 -6.17 11.50 0.641
F -0.09 -5.06 11.66 -0.224
F 1.44 -6.34 12.49 -0.222
F -0.32 -7.17 11.59 -0.242
S 1.46 -6.23 9.75 0.972
O 0.40 -6.62 8.80 -0.676
O 1.90 -4.90 9.58 -0.571
N 2.53 -7.54 9.81 -0.450
S 3.92 -6.86 9.92 1.118
O 4.24 -6.17 8.68 -0.658
O 4.06 -6.04 11.13 -0.626
C 5.03 -8.43 10.10 0.574
F 4.84 -8.89 11.40 -0.230
F 4.82 -9.37 9.18 -0.190
F 6.29 -7.92 10.05 -0.217
C 0.09 -9.66 1.02 0.631
F -0.40 -9.70 2.25 -0.211
F -0.38 -10.68 0.28 -0.209
F -0.20 -8.51 0.34 -0.224
S 2.01 -9.84 1.22 0.937
O 2.54 -9.68 -0.15 -0.610
O 2.40 -8.80 2.10 -0.639
N 2.28 -11.31 2.06 -0.436
S 2.66 -12.35 0.97 1.096
O 1.56 -12.67 0.05 -0.643
O 3.99 -12.01 0.43 -0.648
C 2.79 -13.97 2.04 0.600
F 3.18 -14.89 1.15 -0.210
F 3.71 -13.81 3.04 -0.223
F 1.62 -14.27 2.59 -0.211
C -10.28 -3.64 7.87 0.644
F -11.51 -4.04 7.52 -0.224
F -9.95 -4.19 9.07 -0.222
F -9.41 -4.12 7.00 -0.228
S -10.08 -1.63 7.97 0.938
O -11.40 -1.02 8.07 -0.593
O -9.23 -1.45 9.09 -0.559
N -9.35 -1.28 6.41 -0.416
S -8.72 0.13 6.63 1.032
O -9.51 1.14 7.32 -0.628
O -7.40 0.07 7.15 -0.633
C -8.40 0.73 4.81 0.578
F -8.04 2.03 4.91 -0.206
F -7.48 -0.03 4.26 -0.222
F -9.49 0.57 3.99 -0.257
C 4.71 2.39 -1.35 0.587
F 6.02 2.58 -1.01 -0.214
F 4.03 2.17 -0.20 -0.206
F 4.29 3.47 -1.99 -0.202
S 4.55 0.80 -2.48 0.934
O 4.80 1.28 -3.83 -0.620
O 5.54 -0.10 -1.87 -0.560
N 2.83 0.40 -2.37 -0.400
S 2.89 -1.12 -2.75 1.023
O 3.55 -1.48 -3.99 -0.634
O 3.15 -1.92 -1.54 -0.630
C 1.05 -1.46 -3.14 0.581
F 0.94 -2.60 -3.90 -0.218
F 0.40 -1.56 -1.99 -0.204
F 0.60 -0.42 -3.83 -0.233
```

Results
Total charge ... 0
E_HOMO ... -6.61 eV
HOMO-LUMO gap ... 0.06 eV

=====

# C49H62N3O2

2 unconnected molecules or ions with the total composition C49H62N3O2 in a non-equilibrium geometry (ωB97M-V/def2-TZVPD, the Open Molecules 2025 dataset).

The geometry in XYZ format:
```
116
Properties=species:S:1:pos:R:3:mulliken_charge:R:1
C -1.09 -2.13 -2.67 -1.191
C -2.53 -2.09 -2.18 2.319
C -3.39 -2.24 -3.44 -2.350
C -2.87 -3.30 -1.32 -1.742
C -2.84 -0.76 -1.39 0.374
C -3.70 0.13 -2.03 -0.439
C -4.36 1.14 -1.34 -1.425
C -4.09 1.30 0.01 -0.652
C -3.02 0.66 0.62 0.399
C -2.72 1.20 2.06 2.607
C -1.26 1.09 2.44 -1.111
C -3.62 0.46 3.06 -1.851
C -3.04 2.70 2.19 -2.620
C -2.37 -0.41 -0.08 -1.378
N -1.31 -1.17 0.56 1.580
C -1.54 -2.05 1.71 -0.723
C -0.16 -2.32 2.25 0.117
N 0.74 -1.88 1.17 1.229
C 2.14 -2.27 1.18 -2.094
C 2.49 -3.63 0.87 0.783
C 1.55 -4.82 0.46 1.975
C 2.26 -5.80 -0.49 -2.011
C 0.29 -4.40 -0.27 -1.284
C 1.20 -5.63 1.72 -1.810
C 3.82 -4.03 1.00 -0.261
C 4.83 -3.14 1.30 -1.663
C 4.49 -1.86 1.68 -0.326
C 3.17 -1.40 1.67 0.619
C 3.07 0.00 2.37 2.425
C 4.25 0.91 1.99 -1.939
C 3.09 -0.23 3.89 -1.977
C 1.83 0.78 2.01 -1.224
C 0.04 -1.12 0.25 -0.059
C 0.51 -0.23 -0.72 -0.276
C 1.83 -0.18 -1.31 0.499
C 2.64 -1.33 -1.58 -0.002
C 3.97 -1.18 -1.90 -0.519
C 4.52 0.11 -2.03 -0.685
N 5.92 0.31 -1.88 1.085
O 6.37 1.48 -1.90 -0.634
O 6.66 -0.69 -1.68 -0.606
C 3.67 1.24 -2.04 -0.319
C 2.36 1.10 -1.67 -1.064
H -0.40 -2.18 -1.83 -0.245
H -0.92 -3.01 -3.31 0.588
H -0.86 -1.23 -3.25 0.301
H -4.46 -2.22 -3.21 0.489
H -3.17 -1.47 -4.19 0.485
H -3.18 -3.21 -3.92 0.419
H -3.95 -3.29 -1.08 0.420
H -2.65 -4.23 -1.87 0.405
H -2.31 -3.32 -0.39 0.181
H -3.93 0.01 -3.09 0.329
H -5.09 1.77 -1.84 0.539
H -4.72 1.99 0.59 0.351
H -0.63 1.61 1.71 0.195
H -1.06 1.54 3.43 0.581
H -0.95 0.05 2.51 -0.281
H -4.64 0.85 2.99 0.435
H -3.67 -0.62 2.86 0.418
H -3.26 0.61 4.09 0.366
H -4.12 2.90 2.19 0.553
H -2.65 3.09 3.14 0.520
H -2.57 3.28 1.39 0.516
H -2.19 -1.59 2.45 -0.054
H -2.04 -2.98 1.39 0.769
H 0.05 -1.72 3.15 0.278
H -0.01 -3.37 2.49 -0.056
H 3.04 -6.39 0.01 0.564
H 1.54 -6.53 -0.89 0.429
H 2.72 -5.28 -1.34 0.379
H -0.30 -3.71 0.32 -0.247
H 0.52 -3.94 -1.23 0.149
H -0.35 -5.28 -0.48 0.850
H 0.87 -4.99 2.55 0.392
H 0.40 -6.35 1.51 0.399
H 2.09 -6.18 2.06 0.429
H 4.09 -5.08 0.85 0.246
H 5.87 -3.45 1.28 0.457
H 5.29 -1.21 2.03 0.230
H 4.45 0.87 0.91 0.332
H 4.03 1.96 2.25 0.353
H 5.17 0.64 2.53 0.564
H 2.27 -0.88 4.20 0.290
H 4.04 -0.69 4.19 0.417
H 3.00 0.73 4.42 0.474
H 0.96 0.16 2.20 -0.539
H 1.74 1.68 2.63 0.961
H 1.84 1.07 0.96 0.338
H -0.20 0.54 -1.02 0.309
H 2.21 -2.34 -1.49 0.621
H 4.64 -2.03 -2.01 0.480
H 4.10 2.21 -2.29 0.420
H 1.70 1.98 -1.60 0.352
C 0.25 5.17 -0.97 -0.594
C 0.80 5.45 0.48 -0.605
C -0.45 5.59 1.29 -0.284
C -1.59 5.46 0.50 -0.598
C -1.23 5.20 -0.84 1.086
C -2.13 5.09 -1.95 0.858
C -3.54 5.02 -1.74 -0.166
C -4.41 4.98 -2.82 -0.794
C -3.93 5.02 -4.14 -0.409
C -2.54 5.09 -4.36 -0.848
C -1.66 5.11 -3.29 -0.387
H 0.62 5.94 -1.66 0.450
H 0.61 4.20 -1.35 0.025
H 1.44 4.62 0.82 0.242
H 1.41 6.36 0.49 0.391
H -0.44 5.81 2.36 0.450
H -2.62 5.56 0.84 0.489
H -3.93 5.00 -0.72 0.152
H -5.49 4.92 -2.63 0.434
H -4.62 5.00 -4.98 0.443
H -2.16 5.13 -5.37 0.406
H -0.58 5.16 -3.46 0.333
```

Results
Total charge ... +1
E_HOMO ... -8.99 eV
HOMO-LUMO gap ... 3.35 eV

=====

The energy above the lowest of the compared OMol25 structures with the same formula, charge and spin results, record by record, are as follows: 350.8 0.0 kcal per mole.